9
Properties=species:S:1:pos:R:3:forces:R:3:lowdin_charge:R:1 method="wB97M-V/def2-TZVPD" lumo_ev=0.35 homo_lumo_gap_ev=11.12
C -0.03245 -0.21934 0.29407 -0.011 0.045 0.110 -0.381
C -0.36894 1.03138 1.01836 -0.205 0.994 0.541 -0.175
H 0.19522 -0.99429 1.03742 0.026 0.206 -0.099 0.155
N 1.12837 0.05996 -0.49179 0.113 0.019 -0.172 0.057
N -2.13023 -1.09985 -1.05554 0.986 0.395 0.591 0.163
H 0.98917 0.49308 -1.38867 0.034 -0.130 0.042 0.097
C -1.21544 -0.71306 -0.46379 -0.764 -0.288 -0.522 -0.165
N -0.47386 2.06798 1.51684 -0.085 -1.016 -0.366 0.163
H 1.93360 -0.52514 -0.38851 -0.095 -0.225 -0.125 0.086